[1]
Density functional theory data (ωB97M-V with the def2-TZVPD basis set) for a 2-piece molecular cluster, C7H11O overall.

Results
Net charge = -1
Orbital gap = 4.29 eV
Maximum force = 7.9 eV/Å

The geometry in XYZ format:
```
19
Properties=species:S:1:pos:R:3:forces:R:3
C -1.755 0.147 -0.464 -3.3305 -0.0854 1.3248
O -3.093 0.496 -0.406 1.1244 -0.1866 0.0792
C -1.188 -0.485 0.830 -2.8018 0.2198 2.5258
C 0.026 -1.298 0.589 0.4169 -1.1740 1.5719
C 0.826 -0.414 -0.294 0.8584 2.7367 3.7917
C 0.989 0.941 0.363 0.6176 -4.0219 -1.8150
C 3.427 0.192 -0.096 -3.3961 0.1703 0.3916
C 2.031 -0.015 0.353 6.1830 2.6403 -4.0683
H -1.174 0.938 -0.856 1.1743 1.1641 -0.1418
H -1.616 -0.680 -1.127 0.3512 -1.3568 -1.3969
H -2.013 -1.065 1.296 0.1036 -0.3389 -0.8629
H -1.158 0.261 1.709 1.0849 -0.3408 -1.4001
H 0.677 -1.488 1.596 -1.5288 0.1359 -2.2660
H -0.122 -2.256 0.094 -0.4277 -0.1915 0.2637
H 1.291 1.900 0.111 -0.4541 2.2759 0.3863
H -2.564 1.196 -2.962 0.1297 0.2504 0.0506
H 3.886 1.181 0.158 -0.3941 -1.0773 0.1037
H 3.545 -0.096 -1.174 0.4307 -0.5921 1.4613
H -2.150 1.735 -3.288 -0.1417 -0.2278 0.0004
```
Positions in Å, forces in eV/Å.

---

[2]
Density functional theory data (ωB97M-V with the def2-TZVPD basis set) for an isolated ion of composition C7H11O2S and charge -1.

Results
Net charge = -1
SMILES = CCC[C@@H]1S[C@@]1(C)C(=O)[O-]
Orbital gap = 7.61 eV
Maximum force = 4.1 eV/Å

The geometry in XYZ format:
```
21
Properties=species:S:1:pos:R:3:forces:R:3
C -2.842 -0.009 -0.982 -0.7114 -3.7115 1.7063
C -1.496 0.313 -0.456 0.4840 0.9666 -3.0369
C -0.608 -0.903 -0.322 -2.7772 -0.4086 1.0693
C 0.840 -0.690 -0.434 -1.2248 1.2349 -3.4836
S 1.974 -1.868 0.094 1.5462 -1.0890 0.6704
C 1.753 -0.081 0.475 0.5426 1.3813 2.8505
C 1.255 0.242 1.917 2.1446 -2.1331 -0.9832
C 2.752 0.999 -0.156 0.6272 -0.1538 -0.3207
O 3.385 0.561 -1.137 -0.2901 0.2506 0.1738
O 2.793 2.148 0.356 -0.5917 -1.1064 0.1201
H -2.749 -0.667 -1.834 -0.1370 -0.1010 -0.5023
H -3.241 0.884 -1.254 -1.9842 2.3684 -0.8303
H -3.481 -0.564 -0.232 0.3379 0.6265 -0.6968
H -1.671 0.846 0.433 0.5412 0.9846 1.2870
H -1.262 1.018 -1.311 1.2452 -0.3275 1.3003
H -1.053 -1.642 -1.057 1.1449 0.4483 0.6460
H -0.989 -1.222 0.677 0.9603 -0.6788 -0.3957
H 1.081 -0.252 -1.429 -0.1939 -0.7344 0.2182
H 0.479 -0.454 2.210 -0.2574 -0.0073 0.1213
H 0.945 1.235 1.845 -0.5507 1.7429 0.4436
H 2.133 0.105 2.598 -0.8558 0.4473 -0.3571
```
Positions in Å, forces in eV/Å.

---

E_tot values, unit hartree, following the record order: -348.1788; -822.0080.
Energy relative to the best compared isomer or geometry (same formula, charge and spin) values, unit kJ/mol, following the record order: 837.0; 0.0.
LUMO energy values, unit Ha, following the record order: 0.065; 0.123.